# 1
79
Properties=species:S:1:pos:R:3 method="wB97M-V/def2-TZVPD" fmax_ev_per_a=0.6 s_squared=2.045 e_tot_ev=-93022.4106 charge=+1 lumo_energy_ev="-3.070 / -5.000" e_above_lowest_kcal_mol=0.00 multiplicity=3 e_homo_ev="-9.28 / -10.39"
Pd -1.705 -0.714 0.369
I -3.780 -5.999 -0.152
C -4.332 -4.254 -1.087
C -5.297 -4.266 -2.079
C -5.678 -3.092 -2.709
I -7.131 -3.233 -4.173
C -5.085 -1.824 -2.369
C -5.437 -0.604 -2.971
C -4.808 0.549 -2.573
C -3.821 0.475 -1.590
N -3.469 -0.664 -1.015
C -4.092 -1.794 -1.380
C -3.685 -3.026 -0.665
O -2.854 -2.995 0.242
H -5.760 -5.199 -2.364
H -6.199 -0.581 -3.738
H -5.064 1.503 -3.013
H -3.290 1.361 -1.265
C 5.556 1.138 -1.426
S 5.269 1.928 0.172
C 4.657 0.501 1.105
C 3.273 0.010 0.702
C 2.215 1.097 0.874
N 0.838 0.610 0.717
P -0.151 -0.116 1.899
C 0.917 -1.184 2.884
C 0.867 -2.553 2.629
C 1.741 -3.415 3.274
C 2.665 -2.912 4.178
C 2.711 -1.549 4.448
C 1.839 -0.687 3.806
C -0.771 1.134 3.037
C -0.992 0.881 4.390
C -1.717 1.778 5.160
C -2.247 2.923 4.585
C -2.046 3.177 3.235
C -1.316 2.285 2.469
P -0.026 0.436 -0.742
C 1.050 -0.488 -1.873
C 1.005 -1.878 -1.786
C 1.874 -2.655 -2.537
C 2.784 -2.043 -3.389
C 2.823 -0.659 -3.492
C 1.962 0.119 -2.734
C -0.142 2.071 -1.509
C 0.163 3.253 -0.843
C -0.015 4.477 -1.478
C -0.505 4.525 -2.772
C -0.819 3.347 -3.443
C -0.639 2.128 -2.816
H 5.990 1.893 -2.079
H 4.629 0.778 -1.872
H 6.261 0.314 -1.320
H 4.655 0.823 2.149
H 5.389 -0.304 1.019
H 3.015 -0.855 1.318
H 3.282 -0.336 -0.334
H 2.391 1.893 0.150
H 2.302 1.559 1.863
H 0.138 -2.936 1.923
H 1.699 -4.478 3.075
H 3.347 -3.583 4.682
H 3.427 -1.162 5.162
H 1.875 0.375 4.021
H -0.600 -0.018 4.848
H -1.873 1.574 6.211
H -2.822 3.617 5.183
H -2.465 4.069 2.787
H -1.174 2.478 1.412
H 0.287 -2.348 -1.121
H 1.839 -3.733 -2.465
H 3.460 -2.647 -3.980
H 3.530 -0.185 -4.160
H 2.002 1.199 -2.811
H 0.547 3.225 0.168
H 0.236 5.392 -0.959
H -0.639 5.479 -3.264
H -1.196 3.386 -4.456
H -0.869 1.208 -3.344


# 2
9
Properties=species:S:1:pos:R:3 method="wB97M-V/def2-TZVPD" fmax_ev_per_a=2.7 e_tot_ev=-29570.7349 smiles="C=S(=O)=C(O)Cl" lumo_energy_ev="-0.121 / -0.121" e_above_lowest_kcal_mol=91.77 e_homo_ev="-8.43 / -8.43"
C -0.866 -0.215 0.865
C 0.843 0.146 -0.342
O 0.065 -2.348 -0.238
O 0.316 0.545 -1.517
S 0.485 -1.335 0.691
Cl 1.739 1.337 0.569
H -0.781 0.713 1.287
H -1.735 -0.312 0.222
H -0.065 1.468 -1.537


# 3
74
Properties=species:S:1:pos:R:3 method="wB97M-V/def2-TZVPD" fmax_ev_per_a=0.2 s_squared=0.773 e_tot_ev=-134187.6207 charge=-2 lumo_energy_ev="3.717 / 3.717" e_above_lowest_kcal_mol=0.22 multiplicity=2 e_homo_ev="-1.03 / -3.34"
Hg 1.905 1.307 -2.490
C -5.112 1.542 1.277
C -4.322 0.273 1.550
C -5.201 -0.964 1.435
C -4.416 -2.192 1.860
C -3.116 -2.276 1.105
C -2.468 -3.483 0.956
C -1.267 -3.553 0.259
F -0.687 -4.768 0.138
C -0.682 -2.452 -0.299
C -1.330 -1.216 -0.158
C -0.671 -0.021 -0.727
O 0.424 -0.174 -1.279
C -1.382 1.213 -0.564
C -2.564 1.200 0.103
N -3.169 0.118 0.644
C -2.542 -1.124 0.536
C -0.844 2.608 -0.903
O -1.682 3.514 -0.996
O 0.416 2.709 -0.960
H -6.021 1.515 1.881
H -5.397 1.615 0.226
H -4.560 2.439 1.552
H -3.924 0.323 2.570
H -5.544 -1.063 0.400
H -6.083 -0.833 2.066
H -4.993 -3.106 1.704
H -4.209 -2.126 2.934
H -2.887 -4.389 1.376
H 0.257 -2.513 -0.844
H -3.054 2.154 0.222
O 3.271 -4.143 2.513
N 3.747 -3.060 2.826
O 4.244 -2.849 3.929
C 3.723 -1.993 1.858
C 4.234 -0.762 2.210
C 4.201 0.253 1.273
C 3.571 0.151 -0.014
O 3.305 1.179 -0.684
C 3.202 -1.219 -0.376
C 3.222 -2.231 0.572
N 2.774 -1.547 -1.656
O 2.981 -0.720 -2.651
O 2.273 -2.686 -1.880
N 4.777 1.526 1.690
O 4.796 1.778 2.891
O 5.261 2.255 0.848
H 4.640 -0.583 3.192
H 2.867 -3.208 0.287
N 0.999 1.237 1.604
C -0.075 1.310 2.445
C -0.846 2.482 2.528
C -1.907 2.566 3.410
C -2.246 1.499 4.239
C -1.495 0.331 4.151
C -0.433 0.230 3.270
H 1.006 1.844 0.785
H 1.381 0.320 1.433
H -0.602 3.313 1.876
H -2.482 3.485 3.453
H -3.071 1.579 4.936
H -1.738 -0.520 4.779
H 0.141 -0.689 3.209
Se 1.398 2.694 -4.495
C 2.216 1.680 -5.884
C 2.244 2.240 -7.164
C 2.818 1.535 -8.206
N 3.366 0.326 -8.084
C 3.334 -0.199 -6.857
C 2.784 0.415 -5.743
H 1.823 3.221 -7.346
H 2.839 1.974 -9.200
H 3.776 -1.184 -6.748
H 2.804 -0.105 -4.792


# 4
103
Properties=species:S:1:pos:R:3 method="wB97M-V/def2-TZVPD" fmax_ev_per_a=4.0 s_squared=0.984 e_tot_ev=-257423.2067 lumo_energy_ev="-0.934 / -0.143" e_above_lowest_kcal_mol=69.48 multiplicity=2 e_homo_ev="-6.88 / -6.87"
Fe -0.174 -0.487 0.227
C 1.342 2.574 -1.368
C 2.093 1.358 -1.820
C 3.191 1.561 -2.697
C 3.913 0.500 -3.135
C 3.544 -0.803 -2.728
C 4.253 -1.944 -3.157
C 3.841 -3.184 -2.756
C 2.713 -3.324 -1.934
C 1.992 -2.232 -1.492
S 0.597 -2.500 -0.477
C 2.425 -0.927 -1.874
N 1.728 0.162 -1.413
H 2.022 3.420 -1.274
H 0.856 2.413 -0.412
H 0.578 2.847 -2.101
H 3.437 2.572 -2.994
H 4.764 0.630 -3.794
H 5.114 -1.815 -3.802
H 4.380 -4.068 -3.075
H 2.385 -4.311 -1.632
S -0.828 -1.696 2.141
C 0.346 -1.568 3.438
C 0.007 -2.137 4.674
C 0.892 -2.090 5.732
C 2.136 -1.478 5.589
C 2.475 -0.915 4.374
C 1.586 -0.957 3.303
As 1.958 -0.100 1.617
C 1.906 1.747 2.219
C 2.546 2.799 1.577
C 2.132 4.112 1.811
C 1.048 4.373 2.616
C 0.356 3.323 3.281
C 0.881 2.028 3.104
C 3.836 -0.548 1.466
C 4.839 0.282 1.953
C 6.156 -0.159 1.969
C 6.473 -1.424 1.497
C 5.474 -2.248 0.996
C 4.159 -1.812 0.977
H -0.958 -2.615 4.785
H 0.613 -2.533 6.680
H 2.830 -1.442 6.419
H 3.439 -0.432 4.254
H 3.352 2.607 0.877
H 2.642 4.927 1.311
H 0.668 5.384 2.719
H 0.190 3.542 4.331
H 0.373 1.216 3.611
H 4.595 1.265 2.336
H 6.933 0.486 2.360
H 7.499 -1.770 1.524
H 5.719 -3.234 0.623
H 3.380 -2.458 0.593
O -2.319 4.468 -0.715
C -2.214 4.396 0.622
C -2.540 5.544 1.337
C -2.590 5.496 2.722
C -2.198 4.365 3.400
C -1.627 3.263 2.720
C -1.805 3.232 1.303
C -1.430 2.012 0.575
O -0.823 1.083 1.211
N -1.662 1.951 -0.728
N -1.065 0.842 -1.298
C -1.153 0.802 -2.572
S -0.350 -0.416 -3.546
C -1.433 -0.126 -4.968
C -1.596 1.375 -5.101
S -2.048 2.028 -3.469
H -2.095 3.574 -1.077
H -2.826 6.431 0.788
H -2.951 6.359 3.268
H -2.208 4.343 4.483
H -1.868 2.304 3.168
H -2.395 -0.608 -4.789
H -0.964 -0.571 -5.844
H -2.392 1.638 -5.796
H -0.665 1.841 -5.424
C -3.603 -2.464 0.982
As -2.558 -1.478 -0.331
C -3.967 -0.264 -0.903
C -2.538 -2.794 -1.800
C -3.879 -3.356 -2.147
C -4.682 -2.746 -3.109
C -5.927 -3.263 -3.435
C -6.395 -4.404 -2.799
C -5.603 -5.026 -1.844
C -4.358 -4.507 -1.523
H -4.575 -2.701 0.553
H -3.720 -1.847 1.870
H -3.083 -3.376 1.267
H -4.852 -0.846 -1.158
H -3.658 0.339 -1.753
H -4.194 0.407 -0.075
H -1.843 -3.567 -1.475
H -2.082 -2.287 -2.649
H -4.322 -1.855 -3.612
H -6.532 -2.775 -4.189
H -7.365 -4.810 -3.052
H -5.954 -5.923 -1.350
H -3.739 -5.006 -0.786